This record from the Open Molecules 2025 dataset describes a 13-piece molecular cluster, C68H114B6F24N10 overall. The level of theory is the ωB97M-V functional and the def2-TZVPD basis.

Geometry as XYZ:
```
222
Properties=species:S:1:pos:R:3
F -0.115 -2.048 -5.058
F 1.992 2.135 -2.547
F -2.648 6.568 -1.745
F 1.510 1.591 4.669
F -2.891 -1.359 5.764
F -2.149 -2.864 -4.326
F -0.903 -2.284 5.421
F 1.440 -3.334 0.357
F -0.712 -2.143 -2.892
F -1.571 4.604 -0.935
F -2.082 -1.572 3.652
F 3.186 -4.424 1.211
F 3.740 2.018 4.402
F -2.675 -3.452 4.953
F 3.556 3.517 -3.596
F 3.490 3.444 -1.381
F -2.521 6.208 0.588
F 4.204 1.585 -2.533
F 2.184 3.645 3.908
F 2.096 -2.923 2.585
F -3.870 4.920 -0.725
F 2.606 3.086 6.115
F 1.107 -4.884 2.072
F -0.253 -4.093 -4.083
N -2.934 -5.452 -0.843
N 6.420 3.868 -4.457
N -7.378 8.416 -3.931
N 2.894 -5.395 -6.178
N 2.859 0.058 8.212
N 1.060 0.326 0.198
N 0.052 -5.430 5.365
N -3.406 2.277 4.401
N 5.888 4.294 2.510
N -1.871 4.373 -4.077
C -3.196 6.099 -4.979
C -1.303 2.974 3.326
C 4.868 4.757 1.790
C -2.296 -7.579 -2.199
C -2.122 1.774 3.822
C -1.306 0.269 -0.782
C 6.102 5.312 -2.568
C 1.203 -3.572 7.069
C -2.135 0.266 -2.089
C -1.900 -4.606 -1.562
C -0.524 -5.177 6.542
C 2.627 -3.871 -6.343
C -7.098 1.269 3.797
C -4.156 4.434 -3.583
C 7.064 3.938 1.915
C -0.644 -6.276 4.363
C 3.527 -1.024 8.595
C 6.731 3.576 -5.855
C -2.443 3.861 2.841
C 6.365 2.958 -2.215
C 2.603 -5.828 -4.794
C -4.287 5.583 -4.303
C -5.468 6.432 -4.161
C 3.273 1.084 0.549
C 5.858 4.101 3.973
C 3.436 1.432 8.470
C -4.274 -5.277 -1.528
C 1.688 -5.049 -8.280
C 2.504 -0.016 -0.136
C 6.227 5.156 -3.920
C -1.713 -8.977 -1.952
C 0.021 -4.236 7.366
C 0.655 -0.353 1.499
C -2.903 3.867 -3.455
C 1.595 -3.786 -7.461
C 1.768 -2.380 7.729
C 2.311 2.169 1.060
C 6.385 2.839 -3.558
C -5.592 7.242 -2.987
C 6.108 4.434 -0.258
C -6.558 8.189 -2.906
C 1.008 1.798 0.352
C 4.329 -5.544 -6.474
C -5.142 -4.528 -0.563
C 1.157 -1.212 7.309
C -6.382 6.671 -5.168
C -5.910 1.925 4.414
C 1.822 -3.953 5.882
C 4.966 4.809 0.392
C 7.213 3.994 0.563
C -1.971 5.535 -4.779
C -2.539 -6.901 -0.794
C -0.544 3.844 -3.675
C -3.181 -4.971 0.576
C -7.315 7.659 -5.036
C 2.974 -2.261 8.384
C -4.566 1.511 3.827
C 2.017 -6.120 -7.206
C -8.321 9.550 -3.906
C 6.230 4.220 -1.691
C 2.963 -6.115 -2.415
C 0.160 -0.157 -0.930
C 3.431 -5.326 -3.608
C -3.347 2.084 5.918
C 1.722 -0.009 7.567
C 1.227 -4.870 5.074
C -3.499 3.748 3.909
C -4.684 -5.082 0.835
B -0.775 -2.838 -4.144
B -2.193 -2.154 4.907
B -2.681 5.622 -0.674
B 2.456 2.638 4.789
B 3.280 2.632 -2.578
B 1.990 -3.909 1.536
H 0.256 -1.237 -0.921
H -0.986 5.953 -5.033
H 1.233 0.900 7.190
H 5.175 4.745 4.431
H 6.020 6.321 -2.211
H 1.609 -5.195 4.084
H 6.522 1.867 -3.948
H 2.728 -6.895 -7.496
H -5.976 3.003 4.417
H -7.448 1.804 2.916
H 0.189 4.427 -4.213
H 2.687 1.905 9.078
H 6.061 5.997 -4.576
H -4.670 -6.305 -1.523
H -0.344 2.798 -3.880
H -5.009 4.022 -3.126
H 1.978 -5.872 -2.121
H -0.675 2.560 2.541
H -3.299 -7.630 -2.661
H -4.874 -4.482 1.733
H -4.092 2.690 6.403
H -0.650 3.374 4.051
H 5.508 3.116 4.114
H 3.574 -5.909 -1.534
H 7.197 4.500 -6.288
H 7.458 2.754 -5.797
H -0.649 -9.023 -1.801
H -4.551 1.618 2.706
H 3.595 1.948 7.548
H -1.641 -6.972 -0.161
H -2.612 -5.613 1.267
H -3.522 1.021 6.014
H -1.695 1.129 4.632
H 0.216 -1.285 6.745
H -6.788 0.313 3.401
H 4.707 -6.489 -6.059
H -3.081 0.782 -1.878
H 1.300 -0.061 2.300
H 0.627 -3.636 -6.938
H -2.688 3.025 -2.847
H -0.215 -7.301 4.410
H 6.414 2.056 -1.521
H -6.196 -4.684 -0.784
H 1.560 -5.553 -4.629
H 4.466 -0.880 9.155
H -0.978 -4.545 -1.032
H 2.196 -3.507 -5.449
H 1.765 -2.855 -8.005
H -1.611 -5.108 -2.465
H 0.625 0.149 -1.868
H 3.313 -4.268 -3.512
H -1.852 -0.352 -0.016
H -2.388 -0.678 -2.486
H 4.109 1.370 -0.156
H -0.524 3.904 -2.610
H -9.008 9.514 -4.758
H 5.864 3.304 -6.425
H 2.758 3.117 0.712
H 1.142 -6.604 -6.759
H 3.599 -3.478 -6.652
H -2.836 3.446 1.955
H 0.771 -5.234 -8.806
H -2.382 -3.640 -1.876
H 4.148 5.164 -0.193
H -4.378 0.480 3.972
H 0.608 -1.425 1.336
H 2.672 -6.892 -4.850
H 2.537 -4.987 -9.002
H -6.669 8.855 -2.058
H -4.919 -3.488 -0.703
H -4.878 7.213 -2.229
H -6.462 6.060 -6.078
H -1.718 -6.971 -2.842
H -1.372 1.300 -0.424
H 2.233 2.157 2.131
H -0.302 -5.821 3.442
H -4.076 -4.948 -2.559
H 2.796 -1.008 0.203
H -1.426 -5.762 6.663
H -1.606 0.796 -2.886
H 3.742 0.583 1.408
H -4.904 -6.133 0.932
H -4.449 4.068 3.580
H -3.312 -7.482 -0.244
H -3.284 6.994 -5.551
H -2.195 4.894 2.557
H -0.488 -3.869 8.224
H -7.868 1.245 4.535
H 4.902 -4.767 -6.008
H -8.906 9.454 -3.023
H 4.328 1.228 9.073
H -2.941 -3.902 0.636
H 4.488 -5.417 -3.830
H 0.102 2.148 0.803
H -3.266 4.412 4.766
H -2.245 -9.479 -1.161
H 8.149 3.788 0.012
H -2.246 1.134 2.976
H -0.318 0.067 1.764
H 3.961 5.121 2.262
H -2.378 2.298 6.295
H 7.892 3.702 2.567
H 3.508 -3.165 8.754
H 2.541 0.066 -1.215
H 2.707 -3.475 5.525
H 2.954 -7.214 -2.552
H 6.819 4.409 4.314
H -1.731 -6.214 4.544
H 4.581 -5.597 -7.536
H -5.929 1.650 5.450
H -7.711 10.438 -4.013
H 0.945 2.325 -0.602
H -8.077 7.887 -5.791
H -1.745 -9.636 -2.856
```

DFT total energy: -5753.10116 Ha
Frontier orbital gap: 8.748 eV
Total charge: +4



This record from the Open Molecules 2025 dataset describes a 11-piece molecular cluster, C68H154N8O14 overall. The level of theory is the ωB97M-V functional and the def2-TZVPD basis.

Geometry as XYZ:
```
244
Properties=species:S:1:pos:R:3
O -33.904 -5.001 6.518
O -30.799 -4.652 7.496
O -23.631 -6.401 2.047
O -32.891 -5.018 -5.476
O -31.961 -1.931 -1.026
O -35.587 -5.499 -1.275
O -32.885 -7.059 4.960
O -28.659 -7.573 6.894
O -34.731 -12.138 -1.964
O -25.812 -8.100 -3.675
O -35.748 -5.394 -4.962
O -25.564 -2.399 -0.773
O -30.547 -11.309 6.082
O -29.624 -6.837 0.627
N -34.300 -10.964 -2.667
N -33.237 -6.806 0.465
N -36.971 -5.366 -0.712
N -26.419 -8.470 -2.354
N -23.064 -6.111 3.361
N -30.171 -12.382 5.129
N -31.792 0.245 1.834
N -26.460 -2.581 -1.868
C -27.131 -4.613 -0.936
C -28.631 -3.420 -2.516
C -24.629 -8.045 4.096
C -28.488 -8.720 -3.462
C -28.896 -2.151 -3.276
C -32.989 -10.592 -2.070
C -38.778 -5.555 1.550
C -28.044 -9.889 -1.334
C -30.160 -5.911 7.792
C -33.329 -10.141 -0.653
C -27.097 -10.184 -0.155
C -30.936 -13.569 5.505
C -23.521 -6.465 5.682
C -27.558 -1.523 -3.719
C -25.357 -5.776 4.117
C -30.291 -11.721 3.813
C -33.162 -1.889 1.555
C -22.159 -7.149 5.813
C -38.264 -4.215 1.037
C -21.194 -6.604 4.726
C -31.723 -4.999 -0.195
C -21.705 -6.759 3.319
C -31.887 -6.518 0.093
C -32.350 -1.628 -2.340
C -29.157 -10.711 3.749
C -27.676 -3.320 -1.323
C -20.878 -5.920 2.308
C -28.361 -2.656 -0.104
C -38.832 -6.529 0.374
C -24.115 -6.662 4.335
C -33.855 -10.172 -4.867
C -31.591 -11.033 3.507
C -36.555 -7.589 0.542
C -32.009 -0.702 -0.301
C -36.643 -3.052 -0.434
C -37.603 -7.433 -1.589
C -35.728 -11.720 -4.476
C -25.208 -0.953 -3.031
C -37.457 -6.671 -0.283
C -27.034 -10.717 -3.574
C -27.458 -9.502 -2.695
C -31.928 -1.030 1.187
C -24.395 -10.152 -1.842
C -33.602 -5.975 4.372
C -30.641 -14.604 4.450
C -30.035 -12.866 2.835
C -30.924 -14.075 3.049
C -31.809 -11.590 -2.010
C -33.386 -5.756 -4.413
C -30.917 -6.956 1.175
C -26.621 -1.276 -2.561
C -33.475 -12.609 -4.494
C -30.359 -14.020 6.857
C -27.141 -0.079 -1.755
C -36.919 -4.312 0.364
C -34.718 -6.415 -4.601
C -28.676 -6.836 1.632
C -24.204 -7.861 -1.443
C -21.643 -8.236 2.788
C -34.295 -11.378 -4.116
C -33.511 -4.670 5.208
C -32.454 -13.358 5.755
C -25.981 -9.144 -0.167
C -32.481 -9.673 -4.367
C -32.506 -9.399 -2.873
C -29.522 -6.477 6.529
C -25.256 -8.963 -1.505
C -35.758 -4.405 1.366
H -32.229 -8.705 -4.833
H -33.526 -5.134 -3.506
H -28.812 -5.792 6.053
H -39.080 -3.760 0.454
H -31.995 -13.879 2.937
H -35.097 -6.992 -3.780
H -36.664 -7.724 -2.053
H -26.075 -1.847 -0.157
H -36.584 -2.151 0.185
H -29.889 -11.497 6.774
H -24.209 -6.832 6.431
H -29.294 -9.850 4.377
H -32.616 -6.533 -4.164
H -35.804 -3.558 2.032
H -33.141 -7.106 5.897
H -27.913 -5.373 -0.744
H -31.699 -10.388 -4.507
H -34.206 -9.507 -0.746
H -33.787 -12.825 -5.495
H -31.587 -7.048 -0.826
H -22.225 -8.224 5.652
H -30.263 -6.760 5.769
H -23.323 -5.385 5.839
H -23.408 -5.589 1.564
H -32.487 -4.282 5.166
H -23.623 -8.072 -0.561
H -30.666 -14.867 2.346
H -31.538 -9.104 -2.493
H -27.913 -11.208 -3.977
H -36.976 -8.588 0.460
H -30.626 -13.385 7.730
H -31.552 -4.421 0.731
H -31.545 -10.794 2.433
H -26.430 -11.473 -3.055
H -27.697 -0.621 -4.316
H -31.293 -11.561 -2.979
H -29.285 -13.968 6.793
H -25.569 -8.218 4.682
H -28.226 -0.042 -1.605
H -34.822 -4.270 0.834
H -38.127 -3.538 1.885
H -34.125 -1.434 1.260
H -25.894 -7.139 -3.729
H -26.494 -4.571 -0.038
H -24.723 -1.678 -3.678
H -19.858 -6.328 2.110
H -36.066 -12.599 -3.948
H -34.709 -7.079 -5.490
H -29.058 -3.400 0.275
H -30.957 -6.562 8.157
H -38.208 -6.841 -2.282
H -22.074 -9.007 3.389
H -24.528 -0.765 -2.220
H -25.788 -6.053 3.172
H -30.219 -12.531 1.833
H -32.076 -2.489 -2.956
H -33.653 -4.526 -5.796
H -23.572 -10.180 -1.134
H -28.212 -11.224 3.971
H -33.418 -11.014 0.010
H -31.253 -15.486 4.632
H -32.520 -4.452 -0.714
H -30.989 -11.353 -1.343
H -32.589 -12.683 6.584
H -30.756 -4.789 -0.675
H -29.573 -3.897 -2.276
H -32.956 -12.969 4.878
H -25.072 -0.072 -3.666
H -26.020 -5.903 4.949
H -24.007 -8.847 4.447
H -32.439 -11.665 3.613
H -27.062 -2.268 -4.362
H -32.871 -14.358 5.986
H -21.695 -6.917 6.809
H -39.148 -7.525 0.755
H -29.455 -2.346 -4.199
H -29.416 -9.272 -3.475
H -34.210 -3.926 4.760
H -38.066 -5.965 2.245
H -31.495 0.322 2.791
H -33.040 -2.796 0.939
H -25.314 -9.325 0.704
H -33.521 -6.391 1.334
H -32.670 0.735 1.677
H -33.459 -7.780 0.651
H -28.868 -6.297 2.570
H -33.184 -8.553 -2.756
H -28.166 -8.611 -4.490
H -35.697 -3.119 -0.970
H -26.435 -5.019 -1.663
H -31.982 -12.637 -1.738
H -29.038 -10.295 2.741
H -27.764 -6.451 1.205
H -33.754 -10.316 -5.969
H -31.709 -10.136 4.109
H -34.102 -12.819 -2.202
H -30.955 -6.317 2.063
H -31.739 -0.795 -2.688
H -28.669 -7.709 -3.087
H -33.211 -2.159 2.622
H -26.384 -10.316 -4.358
H -39.738 -5.507 2.047
H -32.976 -0.220 -0.503
H -24.978 -4.758 4.089
H -21.059 -5.560 4.990
H -26.677 0.083 -0.803
H -30.117 -4.000 7.274
H -29.436 -5.818 8.615
H -34.593 -9.381 -4.648
H -28.552 -7.899 1.935
H -36.079 -5.098 -4.109
H -28.143 -4.126 -3.207
H -34.694 -6.138 4.254
H -24.876 -8.231 3.041
H -33.108 -5.753 3.426
H -29.537 -1.431 -2.729
H -29.614 -14.950 4.476
H -33.870 -13.463 -3.954
H -21.367 -5.829 1.328
H -35.583 -7.791 0.023
H -20.690 -4.906 2.690
H -28.725 -9.128 -0.933
H -29.207 -8.298 7.118
H -38.099 -8.408 -1.513
H -37.406 -2.806 -1.189
H -28.995 -13.175 2.908
H -35.155 -5.993 -0.525
H -30.679 -15.040 7.126
H -23.572 -7.843 -2.326
H -35.668 -5.356 1.903
H -20.231 -7.080 4.821
H -24.940 -11.103 -1.796
H -22.008 -8.385 1.786
H -36.336 -7.279 1.549
H -39.598 -6.157 -0.302
H -24.612 -6.853 -1.427
H -27.656 -10.040 0.790
H -32.552 -9.518 -0.179
H -32.392 -12.508 -4.350
H -24.021 -10.082 -2.866
H -28.888 -1.819 -0.534
H -26.724 -11.209 -0.172
H -27.654 -2.422 0.688
H -31.156 -7.945 1.556
H -28.573 -10.827 -1.489
H -36.382 -10.861 -4.269
H -27.081 0.881 -2.227
H -35.921 -12.031 -5.504
H -20.593 -8.520 2.696
H -31.154 -0.066 -0.555
H -33.429 -1.451 -2.461
H -33.501 -4.377 7.124
H -26.558 -8.218 0.067
H -30.958 -1.516 1.362
```

DFT total energy: -4174.31257 Ha
Frontier orbital gap: 9.051 eV
SMILES string: CC1(C)CCCC(C)(C)N1O.CC1(C)CCCC(C)(C)N1O.CC1(C)CCCC(C)(C)N1O.CC1(C)CCCC(C)(C)N1O.CC1(C)CCCC(C)(C)N1O.CC1(C)CCCC(C)(C)N1O.COC[C@H](C)N.COC[C@H](C)N.OCCO.OCCO.OCCO



- The lowest DFT total energy belongs to which entry?
  C68H114B6F24N10



- DFT total energy of number 2 (C68H154N8O14)?
  -4174.31257 Ha